[1]
ORCA calculation (wB97M-V/def2-TZVPD) on the ion C2H5N2S with charge +1 at a distorted geometry.

The total energy comes out at -15959.08936 eV. The calculation puts the frontier orbital gap at 8.54 eV. The total charge is +1. The SMILES is C[NH2+]N=C=S. As for the molecular weight: 89.14 g mol⁻¹.

Element x y z (Å)
C (1.098, -0.537, 0.013)
N (0.216, 0.686, 0.132)
N (-0.644, 0.772, -0.988)
C (-1.825, 0.126, -0.599)
S (-3.185, -0.620, 0.176)
H (2.071, -0.193, -0.585)
H (0.558, -1.439, -0.532)
H (1.431, -0.888, 1.104)
H (0.721, 1.578, 0.327)
H (-0.441, 0.516, 0.952)



[2]
ORCA calculation (wB97M-V/def2-TZVPD) on the molecule C4H6N2O at a distorted geometry.

The total energy comes out at -9264.10287 eV. The calculation puts the frontier orbital gap (alpha / beta) at 7.48 / 7.25 eV. As for the molecular weight: 98.10 g mol⁻¹.

Element x y z (Å)
C (0.339, -1.030, 0.789)
C (0.209, 1.587, 0.561)
C (0.033, -0.957, -0.636)
C (-0.977, 0.189, -0.800)
N (1.196, 2.908, 2.214)
N (0.434, 2.361, 1.410)
O (-0.435, 1.501, -0.574)
H (1.383, -1.244, 0.995)
H (0.951, -0.538, -1.132)
H (-0.288, -1.980, -1.052)
H (-1.524, 0.385, -1.853)
H (-1.920, 0.248, -0.091)
H (0.624, 3.560, 2.831)



[3]
ORCA calculation (wB97M-V/def2-TZVPD) on a cluster of 6 separate species, C30H61O16 in total at a distorted geometry.

The total energy comes out at -64853.68015 eV. The calculation puts the frontier orbital gap at 3.07 eV. The total charge is -1. As for the molecular weight: 677.80 g mol⁻¹.

Element x y z (Å)
C (-0.449, 2.451, 4.351)
C (-1.913, 1.934, 4.876)
C (-2.590, 0.813, 3.848)
C (-1.575, -0.409, 3.442)
C (-2.102, -1.282, 2.119)
C (-0.917, -1.274, 0.974)
C (-1.072, -2.450, -0.158)
C (-0.296, -3.853, 0.184)
C (1.311, -3.679, 0.528)
O (1.967, -2.636, -0.315)
C (3.219, -2.160, 0.348)
H (0.314, 2.632, 5.220)
H (-0.518, 3.353, 3.609)
H (-2.690, 2.822, 5.051)
H (-1.833, 1.396, 5.937)
H (-3.480, 0.312, 4.466)
H (-3.092, 1.349, 2.919)
H (-0.479, -0.085, 3.189)
H (-1.496, -1.110, 4.404)
H (-2.326, -2.409, 2.414)
H (-3.083, -0.797, 1.703)
H (0.116, -1.358, 1.519)
H (-0.922, -0.220, 0.415)
H (-2.224, -2.689, -0.350)
H (-0.664, -2.027, -1.188)
H (-0.337, -4.505, -0.814)
H (-0.849, -4.496, 1.021)
H (1.842, -4.734, 0.447)
H (1.429, -3.324, 1.660)
H (3.992, -3.030, 0.493)
H (3.764, -1.318, -0.292)
H (2.996, -1.668, 1.400)
C (5.654, 4.115, -0.995)
C (4.668, 4.186, -2.148)
O (4.028, 2.921, -2.353)
C (3.036, 2.615, -1.480)
O (2.648, 3.316, -0.559)
O (2.568, 1.380, -1.788)
C (1.582, 0.894, -0.881)
H (6.364, 3.296, -1.145)
H (6.207, 5.053, -0.899)
H (5.142, 3.920, -0.047)
H (5.207, 4.422, -3.071)
H (3.924, 4.978, -1.998)
H (0.762, 1.609, -0.763)
H (2.044, 0.672, 0.086)
H (1.172, -0.034, -1.290)
C (-6.591, -1.445, -4.654)
C (-6.058, -2.667, -3.926)
O (-5.343, -2.287, -2.744)
C (-6.110, -1.946, -1.678)
O (-7.329, -1.942, -1.642)
O (-5.285, -1.579, -0.666)
C (-5.968, -1.101, 0.490)
H (-5.784, -0.732, -4.852)
H (-7.055, -1.730, -5.602)
H (-7.338, -0.918, -4.051)
H (-5.346, -3.191, -4.573)
H (-6.858, -3.377, -3.686)
H (-6.722, -1.817, 0.833)
H (-6.427, -0.130, 0.275)
H (-5.233, -0.967, 1.289)
C (-1.921, -10.014, -4.155)
C (-2.613, -9.100, -3.159)
O (-1.681, -8.186, -2.569)
C (-1.324, -7.130, -3.341)
O (-1.728, -6.896, -4.469)
O (-0.415, -6.393, -2.654)
C (0.119, -5.300, -3.396)
H (-1.068, -10.516, -3.688)
H (-2.615, -10.769, -4.535)
H (-1.529, -9.449, -5.006)
H (-3.028, -9.702, -2.343)
H (-3.450, -8.559, -3.618)
H (-0.677, -4.668, -3.803)
H (0.764, -5.674, -4.197)
H (0.726, -4.693, -2.718)
C (-3.390, 5.830, 5.595)
C (-2.802, 6.721, 6.676)
O (-3.822, 7.517, 7.292)
C (-4.601, 6.876, 8.199)
O (-4.502, 5.705, 8.529)
O (-5.529, 7.754, 8.653)
C (-6.479, 7.177, 9.545)
H (-3.963, 6.423, 4.876)
H (-2.599, 5.292, 5.065)
H (-4.079, 5.094, 6.020)
H (-2.088, 7.416, 6.222)
H (-2.254, 6.141, 7.427)
H (-5.986, 6.659, 10.373)
H (-7.136, 6.493, 8.998)
H (-7.090, 7.984, 9.960)
C (11.264, 3.552, -4.285)
C (10.278, 3.623, -5.438)
O (9.638, 2.358, -5.643)
C (8.646, 2.052, -4.770)
O (8.258, 2.754, -3.850)
O (8.179, 0.817, -5.079)
C (7.192, 0.331, -4.172)
H (11.974, 2.733, -4.436)
H (11.817, 4.491, -4.189)
H (10.752, 3.357, -3.337)
H (10.818, 3.859, -6.361)
H (9.534, 4.415, -5.288)
H (6.372, 1.046, -4.053)
H (7.654, 0.109, -3.204)
H (6.782, -0.597, -4.580)



[4]
ORCA calculation (wB97M-V/def2-TZVPD) on the molecule C4H8N2 at a distorted geometry.

The total energy comes out at -7255.22455 eV. The calculation puts the frontier orbital gap at 7.37 eV. As for the molecular weight: 84.12 g mol⁻¹.

Element x y z (Å)
C (0.196, -1.393, -0.635)
N (0.031, 0.081, -0.527)
C (1.135, 0.669, 0.273)
C (-1.339, 0.475, -0.071)
C (-1.436, 1.114, 1.167)
N (-1.541, 1.697, 2.179)
H (1.173, -1.626, -1.068)
H (-0.596, -1.783, -1.277)
H (0.096, -1.814, 0.366)
H (1.068, 0.290, 1.293)
H (1.021, 1.753, 0.285)
H (2.079, 0.382, -0.195)
H (-2.061, -0.292, -0.320)
H (0.175, 0.447, -1.471)



[5]
ORCA calculation (wB97M-V/def2-TZVPD) on the molecule C2H4N2 at a distorted geometry.

The total energy comes out at -5114.89427 eV. The calculation puts the frontier orbital gap at 8.33 eV. As for the molecular weight: 56.07 g mol⁻¹.

Element x y z (Å)
C (-0.446, -0.458, -0.933)
C (-0.252, -0.405, 0.400)
N (1.314, 1.216, -0.044)
N (0.583, 0.650, 0.755)
H (-1.169, -1.117, -1.440)
H (-0.989, -0.734, 1.013)
H (0.459, -0.073, -1.530)
H (0.500, 0.922, 1.779)



[6]
ORCA calculation (wB97M-V/def2-TZVPD) on a structure of composition C2H3CsLiO at a distorted geometry.

The total energy comes out at -4915.41455 eV. The calculation puts the frontier orbital gap (alpha / beta) at 3.44 / 6.05 eV. The spin multiplicity is 2. The expectation value of S² is 1.278. As for the molecular weight: 182.89 g mol⁻¹.

Element x y z (Å)
O (0.242, 0.692, -1.398)
C (-0.131, -0.557, -1.497)
Cs (2.918, -2.045, 2.200)
Li (0.459, 0.899, 1.748)
H (0.776, -1.226, -1.576)
C (-0.671, -1.053, 0.736)
H (-1.716, -0.676, 0.745)
H (-0.811, -2.149, 0.674)



[7]
ORCA calculation (wB97M-V/def2-TZVPD) on the molecule C5H11NO at a distorted geometry.

The total energy comes out at -8899.00296 eV. The calculation puts the frontier orbital gap at 10.04 eV. The SMILES is C=CC[C@H](N)CO. As for the molecular weight: 101.15 g mol⁻¹.

Element x y z (Å)
C (-1.574, -0.377, -0.728)
O (-2.889, 0.248, -0.450)
C (-0.531, 0.645, -0.160)
C (0.994, 0.452, -0.487)
C (1.493, -0.972, -0.398)
C (2.254, -1.401, 0.608)
N (-0.588, 1.092, 1.210)
H (-1.373, -0.354, -1.807)
H (-1.613, -1.360, -0.275)
H (-2.562, 1.103, -0.156)
H (-0.712, 1.607, -0.712)
H (1.103, 0.905, -1.493)
H (1.513, 1.165, 0.123)
H (0.942, -1.615, -1.065)
H (2.237, -2.472, 0.841)
H (2.714, -0.771, 1.366)
H (-1.371, 1.506, 1.688)
H (-0.036, 0.599, 1.897)